(1)
C15H40BIInO12S5 | the ωB97M-V functional and the def2-TZVPD basis

The calculation puts the HOMO-LUMO gap at 6.145 eV. The relative energy (zero: lowest compared OMol25 entry of this formula, charge and spin) comes out at 194.6 kJ/mol.

Structure (ORCA input):
```
! wB97M-V def2-TZVPD RIJCOSX def2/J DEFGRID3
* xyz -1 1
C 0.454 -1.574 0.224
C 0.578 -0.999 1.726
O 0.986 -1.769 2.613
O 0.247 0.348 1.873
C 0.029 0.742 3.263
In 1.914 1.724 4.119
O 2.382 0.649 5.852
C 1.348 3.900 4.506
C 0.142 4.218 3.525
O -1.058 4.182 3.860
I 0.566 4.705 1.427
O 3.431 1.746 2.680
B 4.527 0.905 3.018
O 5.778 1.412 3.522
O 4.364 -0.528 2.791
H 1.206 -2.411 0.094
H -0.616 -1.873 -0.024
H 0.725 -0.683 -0.452
H -0.800 1.542 3.235
H -0.358 -0.079 3.938
H 1.502 0.358 6.186
H 1.128 4.140 5.593
H 2.218 4.564 4.155
H 5.646 2.064 4.235
H 4.755 -0.653 1.894
C -0.632 0.044 -3.528
S -2.175 -0.817 -3.163
O -1.994 -1.529 -1.862
C -2.019 -2.047 -4.475
H -0.502 0.842 -2.797
H 0.207 -0.651 -3.461
H -0.685 0.476 -4.529
H -1.093 -2.612 -4.349
H -2.025 -1.548 -5.446
H -2.869 -2.727 -4.414
C -3.358 -5.950 -3.380
S -3.660 -5.347 -5.054
O -4.974 -4.637 -5.044
C -3.928 -6.973 -5.792
H -3.200 -5.091 -2.726
H -4.220 -6.520 -3.028
H -2.465 -6.577 -3.374
H -4.755 -7.478 -5.289
H -3.016 -7.566 -5.707
H -4.173 -6.837 -6.846
C -1.402 5.070 -1.876
S -2.100 4.387 -3.394
O -1.830 2.918 -3.392
C -0.903 5.154 -4.508
H -1.975 4.690 -1.030
H -0.360 4.762 -1.774
H -1.472 6.158 -1.899
H 0.108 4.841 -4.240
H -0.989 6.240 -4.444
H -1.124 4.833 -5.526
C 6.438 1.856 -1.606
S 4.907 0.980 -1.221
O 5.100 0.304 0.093
C 5.083 -0.276 -2.506
H 6.556 2.673 -0.893
H 7.288 1.176 -1.524
H 6.379 2.265 -2.617
H 6.018 -0.823 -2.367
H 5.069 0.202 -3.487
H 4.244 -0.968 -2.429
C -4.021 0.283 6.146
S -2.606 -0.711 6.667
O -1.479 -0.401 5.743
C -3.298 -2.300 6.162
H -3.793 1.332 6.334
H -4.205 0.138 5.080
H -4.901 -0.005 6.723
H -3.528 -2.283 5.095
H -4.203 -2.504 6.738
H -2.560 -3.077 6.361
*
```

Mulliken atomic charge list, values in e, 6 entries: number 1, C, carries -0.628; number 2, C, carries 0.647; number 3, O, carries -0.613; number 4, O, carries -0.309; number 5, C, carries -0.632; number 6, In, carries 1.352

(2)
C15H40CaO19PS5 | the ωB97M-V functional and the def2-TZVPD basis

The calculation puts the HOMO-LUMO gap at 5.526 eV. The relative energy (zero: lowest compared OMol25 entry of this formula, charge and spin) comes out at 0.0 kJ/mol.

Structure (ORCA input):
```
! wB97M-V def2-TZVPD RIJCOSX def2/J DEFGRID3
* xyz -1 1
Ca 0.260 -1.089 0.595
P 2.156 -2.621 1.210
O 0.908 -3.293 0.515
O 2.457 -1.403 0.259
O 3.288 -3.514 1.547
O 1.371 -1.918 2.397
O 2.308 3.137 0.073
S 1.837 1.934 -0.542
O 1.065 0.989 0.169
O 0.960 2.328 -1.818
C 1.360 3.479 -2.598
C 0.715 3.333 -3.948
C 3.126 1.035 -1.339
H 2.448 3.520 -2.653
H 0.990 4.355 -2.066
H 1.050 4.156 -4.585
H -0.367 3.454 -3.883
H 0.950 2.383 -4.423
H 2.611 0.420 -2.073
H 3.615 0.413 -0.588
H 3.810 1.745 -1.802
O -1.540 -5.033 1.138
S -1.781 -3.812 1.817
O -1.730 -2.565 1.140
O -3.273 -3.875 2.405
C -3.663 -5.099 3.039
C -5.152 -4.996 3.305
C -0.795 -3.683 3.264
H -3.100 -5.194 3.973
H -3.418 -5.945 2.396
H -5.539 -5.935 3.704
H -5.637 -4.812 2.347
H -5.354 -4.201 4.019
H -0.610 -4.718 3.563
H -1.375 -3.178 4.030
H 0.163 -3.231 2.949
O 0.374 -0.973 -1.877
S 0.827 -1.838 -2.915
O -0.134 -2.558 -3.690
O 1.586 -0.857 -3.943
C 2.121 -1.466 -5.129
C 3.601 -1.160 -5.211
C 2.066 -2.854 -2.250
H 1.590 -1.038 -5.980
H 1.949 -2.542 -5.148
H 4.122 -1.569 -4.343
H 3.809 -0.091 -5.268
H 4.030 -1.632 -6.097
H 2.697 -2.220 -1.614
H 2.618 -3.430 -2.989
H 1.540 -3.439 -1.464
O -0.443 -0.455 4.734
S -0.056 0.440 3.712
O -0.489 0.262 2.373
O -0.587 1.861 4.191
C -0.215 2.997 3.387
C 0.221 4.134 4.272
C 1.679 0.578 3.700
H -1.120 3.267 2.834
H 0.528 2.756 2.627
H -0.588 4.486 4.912
H 0.549 4.970 3.651
H 1.049 3.834 4.916
H 2.035 0.818 4.700
H 2.022 1.272 2.937
H 2.018 -0.428 3.410
O -1.716 0.108 -0.149
S -2.494 1.116 -0.752
O -3.884 1.250 -0.454
O -1.787 2.485 -0.365
C -2.321 3.679 -0.913
C -1.885 4.853 -0.047
C -2.231 1.031 -2.477
H -3.410 3.681 -1.008
H -1.960 3.826 -1.939
H -1.879 4.574 1.007
H -2.601 5.669 -0.136
H -0.874 5.175 -0.294
H -2.511 0.021 -2.783
H -1.155 1.068 -2.650
H -2.805 1.774 -3.019
*
```

Mulliken atomic charge list, values in e, 6 entries: number 1, Ca, carries 2.110; number 2, P, carries 0.422; number 3, O, carries -0.739; number 4, O, carries -0.368; number 5, O, carries -1.100; number 6, O, carries -0.719

(3)
C15H40ClO19S5 | the ωB97M-V functional and the def2-TZVPD basis

The calculation puts the HOMO-LUMO gap at 9.317 eV. The relative energy (zero: lowest compared OMol25 entry of this formula, charge and spin) comes out at 143.4 kJ/mol.

Structure (ORCA input):
```
! wB97M-V def2-TZVPD RIJCOSX def2/J DEFGRID3
* xyz -1 1
Cl 0.591 -1.511 0.096
O 1.122 -2.753 -0.403
O -0.438 -0.994 -0.758
O 0.110 -1.615 1.450
O 1.722 -0.614 0.102
O 0.063 -0.244 5.541
S -0.537 0.992 5.099
O -1.848 1.440 5.506
O 0.388 2.287 5.432
C 1.801 2.105 5.325
C 2.437 2.913 4.229
C -0.511 1.073 3.297
H 2.137 1.066 5.331
H 2.222 2.454 6.276
H 2.198 3.980 4.321
H 1.967 2.757 3.252
H 3.518 2.837 4.147
H -0.557 2.091 2.923
H -1.350 0.444 3.010
H 0.430 0.626 2.974
O 0.297 -4.745 5.403
S 0.919 -4.480 4.131
O 2.067 -5.292 3.760
O -0.237 -4.544 2.989
C 0.260 -4.623 1.646
C -0.457 -5.787 0.944
C 1.360 -2.726 3.999
H 1.334 -4.613 1.486
H -0.067 -3.726 1.109
H -0.295 -5.871 -0.132
H -1.547 -5.696 0.908
H -0.196 -6.664 1.538
H 1.796 -2.519 4.973
H 0.470 -2.134 3.819
H 2.078 -2.719 3.184
O -0.169 4.691 2.255
S -0.766 4.939 0.954
O -1.031 6.279 0.516
O 0.144 4.215 -0.188
C 0.505 2.859 -0.019
C 1.471 2.565 -1.199
C -2.313 4.002 0.773
H -0.325 2.153 -0.052
H 1.106 2.760 0.887
H 2.297 3.260 -1.037
H 0.936 2.865 -2.100
H 1.857 1.556 -1.306
H -2.114 2.938 0.864
H -2.669 4.254 -0.221
H -2.915 4.351 1.608
O -2.630 0.299 -4.688
S -2.567 1.318 -3.680
O -1.296 1.960 -3.460
O -3.698 2.425 -4.069
C -4.934 1.882 -4.587
C -6.089 2.553 -3.878
C -3.245 0.673 -2.078
H -5.003 0.813 -4.391
H -4.960 2.067 -5.660
H -5.996 2.487 -2.791
H -6.946 1.939 -4.169
H -6.214 3.620 -4.052
H -3.737 1.393 -1.437
H -2.507 0.033 -1.587
H -3.928 -0.112 -2.416
O 1.850 -2.076 -6.285
S 1.754 -2.221 -4.870
O 1.013 -3.265 -4.203
O 3.329 -2.349 -4.436
C 3.587 -2.479 -3.024
C 5.042 -2.884 -2.872
C 1.473 -0.535 -4.195
H 2.929 -3.230 -2.583
H 3.352 -1.577 -2.452
H 5.235 -2.826 -1.800
H 5.732 -2.251 -3.428
H 5.148 -3.889 -3.282
H 0.623 -0.644 -3.520
H 1.104 0.054 -5.032
H 2.316 -0.051 -3.718
*
```

Mulliken atomic charge list, values in e, 6 entries: number 1, Cl, carries 1.782; number 2, O, carries -0.715; number 3, O, carries -0.679; number 4, O, carries -0.733; number 5, O, carries -0.760; number 6, O, carries -0.527

It is found that the LUMO energy values, taken in the order of the records, are 1.754 1.774 1.854 eV.
It is found that the F_max values, taken in the order of the records, are 4.9 1.6 3.4 eV Å⁻¹.
It is found that the total energy values, taken in the order of the records, are -4002.02251 -5035.26936 -4475.95486 Eh.